Run one
Computed, not measured: 3 unconnected molecules or ions with the total composition C3H7O2, with ωB97M-V/def2-TZVPD.

LUMO energy	0.15187	Eh
total charge	-1
molar mass	75.1	g/mol
HOMO level	-2.387	eV
HOMO-LUMO gap	6.52	eV

Each line ends with the Mulliken charge.
Positions of all 12 atoms, in Å:
C: 0.46831 -1.37796 0.26688  0.15
O: 0.44346 -2.55377 0.03419  -0.47
H: 0.22030 -0.55127 -0.41932  -0.03
H: 0.71052 -0.89743 1.29908  0.26
H: 2.11263 -2.09481 -2.51825  0.14
C: -0.48655 1.84460 0.09748  -0.90
C: -1.20865 1.10701 1.03565  -0.17
O: -1.48022 1.52571 2.21417  -0.75
H: -0.46940 1.53375 -0.94184  0.23
H: -0.26174 2.88280 0.35390  0.29
H: -1.70333 0.10147 0.99387  0.41
H: 1.65467 -1.52011 -2.41581  -0.14

Run two
Computed, not measured: 3 unconnected molecules or ions with the total composition C3H7O2, with ωB97M-V/def2-TZVPD.

LUMO energy	0.14689	Eh
total charge	-1
molar mass	75.1	g/mol
HOMO level	-2.216	eV
HOMO-LUMO gap	6.21	eV

Each line ends with the Mulliken charge.
Positions of all 12 atoms, in Å:
C: 0.33445 2.24318 1.08811  0.05
O: 0.02397 3.44092 1.42784  -0.53
H: 1.28662 1.82521 0.90422  0.25
H: -0.40264 1.45539 1.34307  0.19
H: 1.66620 -6.40487 -6.29150  0.00
C: -0.51906 -1.73076 -1.41159  -0.96
C: -0.45933 -1.60898 -0.02315  -0.05
O: 0.19508 -0.74311 0.59806  -0.72
H: -0.84850 -2.63047 -1.90103  0.24
H: -0.29671 -0.94021 -2.02647  0.29
H: -0.87412 -2.49641 0.56428  0.24
H: 1.58046 -5.81170 -6.72000  0.00

Run three
Computed, not measured: a gas-phase ion, C3H7O2 (charge -1), with ωB97M-V/def2-TZVPD.

LUMO energy	0.14543	Eh
total charge	-1
molar mass	75.1	g/mol
HOMO level	-2.270	eV
HOMO-LUMO gap	6.23	eV
SMILES	[O-]CCCO

Each line ends with the Mulliken charge.
Positions of all 12 atoms, in Å:
O: -1.33477 -1.28989 1.25566  -0.87
C: -1.40383 -0.09448 0.67240  -0.50
C: -0.01914 0.45216 0.27074  -0.50
C: 0.81981 -0.51395 -0.53124  -0.32
O: 2.09156 0.04075 -0.90928  -0.52
H: -2.03308 -0.06090 -0.24242  0.19
H: -1.86649 0.74520 1.28727  0.19
H: 0.56049 0.67494 1.17734  0.21
H: -0.00487 1.41444 -0.28612  0.36
H: 0.28489 -0.83607 -1.42425  0.24
H: 1.02204 -1.41545 0.05107  0.23
H: 1.88338 0.88325 -1.32118  0.28

Which structure is the most stable? The one labeled run three.

Run one
Computed, not measured: a single C3H6N2O2 molecule, with ωB97M-V/def2-TZVPD.

LUMO energy	0.03147	Eh
molar mass	102.1	g/mol
HOMO level	-9.693	eV
HOMO-LUMO gap	10.55	eV
SMILES	N[C@@H]1N2[C@H](O)[C@@]12O

Each line ends with the Mulliken charge.
Positions of all 13 atoms, in Å:
N: -2.09581 -0.13369 0.22051  -0.65
C: -0.85841 -0.69596 -0.30941  0.34
N: 0.26379 -0.68943 0.65975  -0.52
C: 1.61831 -0.50164 -0.07221  0.28
O: 2.58679 0.30369 0.58497  -0.51
C: 0.36186 0.14752 -0.50385  -0.34
O: 0.23863 1.55003 -0.21316  -0.60
H: -2.90300 -0.62850 -0.15683  0.28
H: -2.23099 0.83359 -0.06754  0.22
H: -0.95273 -1.60697 -0.89413  0.38
H: 1.95656 -1.39622 -0.57918  0.40
H: 2.23548 1.20637 0.68516  0.34
H: -0.22047 1.61123 0.64592  0.37

Run two
Computed, not measured: 2 unconnected molecules or ions with the total composition C3H6N2O2, with ωB97M-V/def2-TZVPD.

LUMO energy	0.02481	Eh
molar mass	102.1	g/mol
HOMO level	-10.380	eV
HOMO-LUMO gap	11.06	eV
SMILES	N=C=NC=O.CO

Each line ends with the Mulliken charge.
Positions of all 13 atoms, in Å:
N: -1.51132 0.91768 0.38117  -0.52
C: -0.31325 0.84237 0.25902  0.76
N: 0.92683 0.81721 0.39923  -0.41
C: 1.52070 1.93309 1.00098  0.02
O: 2.70299 2.04288 1.16490  -0.46
H: -2.19329 0.83415 -0.35411  0.30
H: 0.78174 2.68451 1.33419  0.29
C: -0.56662 -1.93448 -0.61530  -0.61
O: -0.01846 -0.83064 -1.30699  -0.54
H: -0.37029 -2.84883 -1.17742  0.27
H: -1.65078 -1.78764 -0.53965  0.25
H: -0.16998 -2.04165 0.40305  0.27
H: 0.86174 -0.62865 -0.94906  0.38

Run three
Computed, not measured: a single C3H6N2O2 molecule, with ωB97M-V/def2-TZVPD.

LUMO energy	0.01145	Eh
molar mass	102.1	g/mol
HOMO level	-9.485	eV
HOMO-LUMO gap	9.80	eV

Each line ends with the Mulliken charge.
Positions of all 13 atoms, in Å:
C: 0.68222 0.67643 -0.17364  -0.01
C: 1.09781 1.87288 0.85599  0.34
C: -0.30581 -1.27978 -0.96677  -0.85
N: 0.33391 1.74526 1.96159  -0.33
N: -0.26047 -0.19649 0.01906  0.48
O: -1.12717 -0.25675 0.95973  -0.73
O: 2.09413 2.51353 0.74447  -0.55
H: 1.38005 0.67329 -1.05434  0.27
H: 0.66270 -1.21691 -1.29360  0.36
H: -1.00853 -1.32720 -1.78170  0.27
H: -0.39020 -2.27202 -0.42219  0.29
H: -0.57110 1.33793 1.96509  0.24
H: 0.72238 2.11998 2.83184  0.22

Run four
Computed, not measured: a single C3H6N2O2 molecule, with ωB97M-V/def2-TZVPD.

LUMO energy (spin up / spin down)	0.03017 / 0.03017	Eh
molar mass	102.1	g/mol
HOMO level (spin up / spin down)	-8.864 / -8.863	eV
HOMO-LUMO gap (spin up / spin down)	9.68 / 9.68	eV
SMILES	C/C=[N+](\[O-])C(N)=O

Each line ends with the Mulliken charge.
Positions of all 13 atoms, in Å:
C: 1.91229 1.10913 -0.03534  -1.02
C: 0.47775 0.77369 -0.22688  0.03
N: -0.03260 -0.26302 0.36358  0.43
O: 0.52318 -1.06914 1.15517  -0.67
C: -1.53662 -0.38441 0.26923  0.41
N: -1.83969 -1.47563 -0.46379  -0.37
O: -2.28285 0.34275 0.84473  -0.50
H: 2.45456 1.06800 -0.99785  0.28
H: 2.02114 2.12147 0.36396  0.30
H: 2.35764 0.40225 0.66624  0.30
H: -0.14973 1.34727 -0.89771  0.33
H: -1.11850 -2.15743 -0.62282  0.25
H: -2.78656 -1.81494 -0.41851  0.25

Which structure is the most stable? The one labeled run two.

Run one
Computed, not measured: a single C3H4N2S molecule, with ωB97M-V/def2-TZVPD.

LUMO energy	-0.08432	Eh
molar mass	100.1	g/mol
HOMO level	-8.511	eV
HOMO-LUMO gap	6.22	eV

Each line ends with the Mulliken charge.
Positions of all 10 atoms, in Å:
C: 0.47023 -1.56184 0.04750  0.46
C: 0.28329 -2.79427 -0.07418  -0.70
C: -1.09914 0.17550 0.07878  -1.00
N: 1.12354 0.81965 -0.09154  -0.42
N: 0.30177 -0.23159 0.05777  0.44
S: 2.73554 1.14529 0.01256  -0.15
H: -1.23989 1.06845 0.69044  0.36
H: -1.45690 0.36829 -0.93591  0.36
H: -1.68383 -0.64206 0.49625  0.36
H: 0.56539 1.65258 -0.28169  0.29

Run two
Computed, not measured: a single C3H4N2S molecule, with ωB97M-V/def2-TZVPD.

LUMO energy (spin up / spin down)	-0.04559 / -0.04429	Eh
molar mass	100.1	g/mol
HOMO level (spin up / spin down)	-7.676 / -7.714	eV
HOMO-LUMO gap (spin up / spin down)	6.44 / 6.51	eV

Each line ends with the Mulliken charge.
Positions of all 10 atoms, in Å:
C: 0.25153 0.34797 0.28114  0.57
C: 0.72007 -0.97406 0.21826  0.19
C: -0.89512 0.61864 -0.64593  -0.74
N: 0.67492 1.17638 1.15063  -0.74
N: 1.27823 -1.91099 -0.21746  -0.13
S: -2.09156 -0.46083 0.35469  -0.32
H: -1.17610 1.63842 -0.64146  0.37
H: -0.70416 0.24903 -1.58817  0.29
H: 0.37612 2.12027 1.20925  0.24
H: 1.56608 -2.80484 -0.12096  0.26

Which structure is the most stable? The one labeled run two.

Run one
Computed, not measured: a single C3H4N2S molecule, with ωB97M-V/def2-TZVPD.

LUMO energy	0.03360	Eh
molar mass	100.1	g/mol
HOMO level	-8.124	eV
HOMO-LUMO gap	9.04	eV
SMILES	NC(=S)N1C=C1

Each line ends with the Mulliken charge.
Positions of all 10 atoms, in Å:
N: 1.52955 -1.18118 -0.18726  -0.37
C: 0.91778 -0.04655 -0.06233  0.26
S: 1.52693 1.39868 0.31500  -0.34
N: -0.72855 -0.28533 -0.30315  -0.45
C: -1.52944 0.45517 0.61141  -0.17
C: -1.47593 1.01869 -0.53022  -0.14
H: 0.76634 -1.92777 -0.38716  0.31
H: 2.49277 -1.32048 0.22608  0.27
H: -1.76725 0.25375 1.67340  0.30
H: -1.73219 1.63502 -1.35578  0.33

Run two
Computed, not measured: 2 unconnected molecules or ions with the total composition C3H4N2S, with ωB97M-V/def2-TZVPD.

LUMO energy (spin up / spin down)	-0.00596 / -0.00593	Eh
molar mass	100.1	g/mol
HOMO level (spin up / spin down)	-8.576 / -8.579	eV
HOMO-LUMO gap (spin up / spin down)	8.41 / 8.42	eV

Each line ends with the Mulliken charge.
Positions of all 10 atoms, in Å:
C: 0.47344 -1.90864 -0.12221  0.00
C: -1.10081 0.47192 -1.22873  -0.26
C: -0.56228 0.56234 -0.05304  -0.08
N: -0.39114 -2.64970 -0.05871  -0.39
N: 1.37152 1.35673 1.38690  -0.57
S: -0.16390 1.03832 1.43040  0.16
H: -1.43592 1.34217 -1.78340  0.26
H: -1.22820 -0.47731 -1.73136  0.28
H: 1.71991 1.53396 2.32247  0.23
H: 1.31740 -1.26979 -0.16231  0.38

Run three
Computed, not measured: a single C3H4N2S molecule, with ωB97M-V/def2-TZVPD.

LUMO energy	0.00037	Eh
molar mass	100.1	g/mol
HOMO level	-8.860	eV
HOMO-LUMO gap	8.87	eV
SMILES	C=C(C#N)SN

Each line ends with the Mulliken charge.
Positions of all 10 atoms, in Å:
C: -1.42261 0.13481 -0.09732  -0.91
C: -0.12277 -0.10519 -0.70056  0.56
C: -0.20588 -0.24344 -2.09891  0.03
N: -0.14652 -0.37787 -3.24979  -0.39
S: 1.46795 0.02279 -0.03250  0.04
N: 1.16816 -0.01969 1.65218  -0.56
H: -1.44432 0.15794 0.94134  0.40
H: -2.32194 0.02083 -0.71310  0.30
H: 1.90151 -0.48364 2.19104  0.29
H: 1.12641 0.89346 2.10762  0.25

Run four
Computed, not measured: a single C3H4N2S molecule, with ωB97M-V/def2-TZVPD.

LUMO energy (spin up / spin down)	-0.01932 / -0.06007	Eh
molar mass	100.1	g/mol
HOMO level (spin up / spin down)	-9.057 / -7.491	eV
HOMO-LUMO gap (spin up / spin down)	8.53 / 5.86	eV

Each line ends with the Mulliken charge.
Positions of all 10 atoms, in Å:
C: -0.09859 0.21259 -1.14156  0.05
C: 1.14085 0.46091 -0.65370  0.14
C: -1.26753 -0.68034 0.81405  -0.45
N: -1.16716 -0.31194 -0.53863  -0.48
N: 2.28775 0.52689 -0.47644  -0.25
S: 0.00624 -0.64077 2.13091  -0.18
H: -0.04345 0.55637 -2.19948  0.29
H: -1.89907 0.24423 1.31150  0.26
H: -1.86319 -1.66145 1.04589  0.32
H: 2.90413 1.29352 -0.29255  0.30

Which structure is the most stable? The one labeled run three.

Run one
Computed, not measured: 2 unconnected molecules or ions with the total composition C5H5N, with ωB97M-V/def2-TZVPD.

LUMO energy (spin up / spin down)	-0.04471 / -0.04434	Eh
molar mass	79.1	g/mol
HOMO level (spin up / spin down)	-9.337 / -8.943	eV
HOMO-LUMO gap (spin up / spin down)	8.12 / 7.74	eV

Each line ends with the Mulliken charge.
Positions of all 11 atoms, in Å:
C: 1.01428 -1.21825 -0.49837  -0.51
C: -2.60693 0.10272 0.00386  0.54
C: 1.64417 -0.15477 -0.39724  0.35
C: 1.98004 1.10672 -0.17389  -0.80
C: -1.46763 -0.46231 0.50793  -0.94
N: -3.71835 0.46694 -0.21924  -0.40
H: 2.21074 1.89525 -0.83215  0.31
H: 2.24118 1.61380 0.71488  0.32
H: 1.02549 -2.22499 -0.78984  0.38
H: -1.49201 -1.41998 0.81973  0.43
H: -0.83097 0.29487 0.86433  0.31

Run two
Computed, not measured: a single C5H5N molecule, with ωB97M-V/def2-TZVPD.

LUMO energy (spin up / spin down)	-0.02240 / -0.01010	Eh
molar mass	79.1	g/mol
HOMO level (spin up / spin down)	-8.427 / -7.931	eV
HOMO-LUMO gap (spin up / spin down)	7.82 / 7.66	eV

Each line ends with the Mulliken charge.
Positions of all 11 atoms, in Å:
C: -1.24256 0.55894 0.33465  0.27
C: 0.25949 0.21467 -0.39878  -0.44
C: -1.51751 1.78595 0.38665  -0.46
C: -0.62829 -1.40341 0.94079  -0.02
C: 0.63744 -0.80760 0.45383  -0.42
N: -1.66217 -0.66096 0.71053  -0.49
H: -0.10240 -0.15094 -1.32415  0.25
H: 1.05229 0.92122 -0.54695  0.38
H: -1.08329 2.75141 0.00418  0.27
H: -0.75026 -2.43321 1.43237  0.34
H: 1.62463 -0.92514 0.93305  0.34

Run three
Computed, not measured: a single C5H5N molecule, with ωB97M-V/def2-TZVPD.

LUMO energy	0.02404	Eh
molar mass	79.1	g/mol
HOMO level	-8.751	eV
HOMO-LUMO gap	9.41	eV
SMILES	c1ccncc1

Each line ends with the Mulliken charge.
Positions of all 11 atoms, in Å:
C: -0.25778 -1.13726 -0.03118  -0.12
C: 0.32979 -0.64268 1.12583  -0.50
C: 0.81384 0.66531 0.96144  -0.08
N: 0.15478 1.54372 0.22526  -0.47
C: -0.60368 1.08538 -0.76166  -0.13
C: -0.53318 -0.26564 -1.09013  -0.49
H: -0.45888 -2.20050 -0.13532  0.37
H: 0.45343 -1.20784 2.04877  0.36
H: 1.85501 0.92868 1.10075  0.31
H: -1.17235 1.82147 -1.32342  0.40
H: -0.58098 -0.59065 -2.12036  0.35

Which structure is the most stable? The one labeled run three.

Run one
Computed, not measured: 2 unconnected molecules or ions with the total composition C6H8N2O2, with ωB97M-V/def2-TZVPD.

LUMO energy	-0.01948	Eh
molar mass	140.1	g/mol
HOMO level	-8.833	eV
HOMO-LUMO gap	8.30	eV

Each line ends with the Mulliken charge.
Positions of all 18 atoms, in Å:
C: -2.57273 -1.97605 0.20671  -0.24
C: -1.25780 -1.86636 0.59917  -0.47
C: -2.45269 -0.17199 1.23800  -0.07
C: 0.95465 0.46891 0.33636  -0.59
C: 0.83609 0.80952 -1.07905  0.41
C: 3.03145 1.23558 -1.03598  -0.77
N: -3.30834 -0.95450 0.65121  -0.57
N: -1.15958 -0.68458 1.43674  -0.24
O: 0.58572 1.70610 -0.03348  -0.27
O: 1.97549 1.08059 -1.84034  -0.35
H: -3.08868 -2.82370 -0.11545  0.43
H: -0.47416 -2.53804 0.44127  0.44
H: -2.59677 0.78288 1.64849  0.43
H: -0.45740 0.13278 1.37699  0.45
H: -0.03213 0.59409 -1.71843  0.42
H: 2.97262 2.28380 -0.56976  0.27
H: 4.07085 1.28546 -1.38846  0.31
H: 2.97342 0.63552 -0.15399  0.40

Run two
Computed, not measured: a single C6H8N2O2 molecule, with ωB97M-V/def2-TZVPD.

LUMO energy	0.02538	Eh
molar mass	140.1	g/mol
HOMO level	-9.375	eV
HOMO-LUMO gap	10.07	eV
SMILES	[H]/N=C(\O)C[C@H]1C(=O)[C@H]2N[C@H]21

Each line ends with the Mulliken charge.
Positions of all 18 atoms, in Å:
H: -1.41391 -0.61930 3.35786  0.24
N: -1.17787 -0.83380 2.37213  -0.66
C: -1.09861 0.27857 1.75276  0.47
O: -0.79151 1.47484 2.29359  -0.54
C: -1.15598 0.36280 0.25139  -0.65
C: 0.22529 0.54815 -0.36703  -0.06
C: 1.34105 -0.48342 -0.08730  0.29
O: 1.88206 -0.85223 0.92255  -0.57
C: 1.49180 -0.81011 -1.54466  -0.32
N: 0.13404 -1.20404 -1.99592  -0.53
C: 0.42722 0.20711 -1.84981  -0.38
H: -0.09408 1.40238 2.95539  0.35
H: -1.78825 1.21742 -0.02948  0.37
H: -1.61527 -0.55439 -0.12987  0.38
H: 0.64408 1.53903 -0.13274  0.47
H: 2.38214 -1.10330 -2.09923  0.43
H: 0.20828 -1.46656 -2.97837  0.27
H: 0.39950 0.89683 -2.69125  0.45

Run three
Computed, not measured: a single C6H8N2O2 molecule, with ωB97M-V/def2-TZVPD.

LUMO energy	0.01798	Eh
molar mass	140.1	g/mol
HOMO level	-9.181	eV
HOMO-LUMO gap	9.67	eV
SMILES	O=c1ccc(CCO)n[nH]1

Each line ends with the Mulliken charge.
Positions of all 18 atoms, in Å:
O: -0.25110 3.66293 1.40666  -0.55
C: -0.01375 2.60273 1.02851  0.57
C: 0.52407 1.30487 1.62894  -0.60
C: 0.64184 0.23657 1.08647  -0.30
C: 0.43127 0.12277 -0.35692  0.89
C: 0.59663 -1.18784 -1.01727  -0.84
C: -0.41754 -2.15010 -0.70133  -0.49
O: -1.77315 -1.83399 -1.25602  -0.56
N: 0.04712 1.16763 -1.02896  -0.73
N: -0.10151 2.31790 -0.31521  0.17
H: 0.72992 1.77559 2.74645  0.18
H: 0.95644 -0.60055 1.69457  0.36
H: 1.46964 -1.61410 -0.70108  0.37
H: 0.44989 -0.96030 -2.14838  0.31
H: -0.14125 -2.93770 -1.04297  0.51
H: -0.32574 -2.22205 0.62989  0.17
H: -2.45974 -2.57960 -0.65135  0.36
H: -0.36307 2.89523 -1.00197  0.18

Run four
Computed, not measured: 2 unconnected molecules or ions with the total composition C6H8N2O2, with ωB97M-V/def2-TZVPD.

LUMO energy	0.02299	Eh
molar mass	140.1	g/mol
HOMO level	-9.450	eV
HOMO-LUMO gap	10.08	eV
SMILES	O=c1cc[nH]c(=O)[nH]1.C=C

Each line ends with the Mulliken charge.
Positions of all 18 atoms, in Å:
O: 2.64947 1.00646 -1.09107  -0.56
C: 1.94410 0.24260 -0.51112  0.45
C: 1.67667 0.18059 0.93353  -0.37
C: 0.85279 -0.75821 1.46629  0.11
N: 0.08008 -1.65360 0.79920  0.00
C: 0.15736 -1.61977 -0.61587  0.19
O: -0.71185 -2.23735 -1.24460  -0.59
N: 1.19453 -0.79005 -1.17573  -0.06
H: 1.99278 1.02121 1.68606  0.23
H: 0.79657 -0.54462 2.60857  0.25
H: -0.54706 -2.23761 1.20289  0.12
H: 1.05675 -0.80935 -2.12348  0.22
C: -2.29923 0.80436 -0.23297  -0.53
C: -1.43338 1.84488 -0.29780  -0.52
H: -2.22861 0.27321 -1.17797  0.18
H: -3.02123 0.64592 0.49310  0.35
H: -0.88031 2.05704 -1.17713  0.24
H: -1.27944 2.57431 0.45810  0.29

Which structure is the most stable? The one labeled run four.